(1)
One molecule with the formula C20H18N4O3S, computed with the ωB97M-V functional and the def2-TZVPD basis.

Geometry as ORCA input:
```
! wB97M-V def2-TZVPD RIJCOSX def2/J DEFGRID3
* xyz 0 1
N -1.03 -4.65 -4.63
C -1.71 -5.08 -3.43
C -2.63 -4.01 -2.88
C -1.81 -2.91 -2.24
O -2.30 -2.38 -1.26
N -0.56 -2.54 -2.75
C 0.37 -1.58 -2.37
C 1.62 -1.61 -2.98
C 2.57 -0.65 -2.72
C 2.31 0.40 -1.82
C 1.07 0.44 -1.19
C 0.51 1.42 -0.30
S 1.39 2.88 0.36
O 0.70 4.15 0.06
O 2.81 2.85 -0.08
C 1.36 2.58 2.19
C 2.47 1.94 2.76
C 2.54 1.69 4.14
C 1.48 2.08 4.95
C 0.35 2.72 4.39
C -0.70 3.10 5.27
C -1.87 3.65 4.73
C -1.96 3.79 3.33
C -0.90 3.44 2.52
C 0.28 2.94 3.00
N -0.75 1.13 -0.11
N -0.96 -0.05 -0.79
C 0.11 -0.52 -1.48
H -0.50 -5.44 -5.00
H -1.72 -4.27 -5.29
H -0.94 -5.39 -2.72
H -2.29 -6.00 -3.57
H -3.25 -3.61 -3.68
H -3.27 -4.42 -2.09
H -0.26 -3.16 -3.51
H 1.84 -2.40 -3.68
H 3.49 -0.68 -3.30
H 3.04 1.18 -1.73
H 3.33 1.62 2.17
H 3.39 1.17 4.53
H 1.46 1.86 6.00
H -0.67 3.05 6.35
H -2.71 3.95 5.32
H -2.82 4.26 2.87
H -1.06 3.59 1.45
H -1.81 -0.54 -0.81
*
```

SMILES	NCCC(=O)Nc1cccc2c(S(=O)(=O)c3cccc4ccccc34)n[nH]c12
E_HOMO	-0.292	Ha
orbital gap	8.02	eV



(2)
A 2-piece molecular cluster, C20H18N8O5 overall, computed with the ωB97M-V functional and the def2-TZVPD basis.

Geometry as ORCA input:
```
! wB97M-V def2-TZVPD RIJCOSX def2/J DEFGRID3
* xyz 0 1
C 5.28 -1.51 1.98
N 3.85 -1.71 2.07
C 3.42 -2.93 2.73
C 2.97 -0.94 1.36
C 3.25 -0.54 0.03
C 2.26 0.06 -0.72
N 1.08 0.49 -0.14
C 0.17 1.27 -0.82
C 0.07 1.28 -2.24
C -0.75 2.35 -2.93
C -0.70 2.43 -4.33
C -1.47 3.36 -5.03
C -2.31 4.24 -4.33
C -2.36 4.18 -2.93
C -1.59 3.24 -2.24
O 0.62 0.40 -2.95
C 0.87 0.25 1.21
C 1.72 -0.55 1.92
H 5.50 -0.47 1.72
H 5.73 -1.74 2.95
H 5.75 -2.17 1.23
H 2.33 -3.01 2.75
H 3.82 -3.81 2.20
H 3.82 -2.94 3.76
H 4.20 -0.77 -0.44
H 2.36 0.23 -1.78
H -0.54 1.83 -0.20
H -0.05 1.74 -4.87
H -1.41 3.39 -6.11
H -2.92 4.96 -4.87
H -3.01 4.85 -2.37
H -1.63 3.20 -1.15
H -0.01 0.73 1.63
H 1.47 -0.86 2.93
O -2.31 -2.92 4.23
N -3.00 -2.06 3.66
O -3.98 -1.49 4.21
C -2.70 -1.67 2.29
C -3.48 -0.73 1.63
C -3.15 -0.36 0.30
N -3.82 0.71 -0.38
O -4.74 1.33 0.18
O -3.41 0.98 -1.54
C -2.06 -0.93 -0.35
N -1.27 -1.80 0.35
N -0.08 -2.36 -0.04
N 0.34 -3.05 0.99
N -0.50 -2.97 2.05
C -1.53 -2.20 1.66
H -4.33 -0.27 2.11
H -1.77 -0.72 -1.38
*
```

E_HOMO	-0.258	Ha
orbital gap	4.89	eV



(3)
C20H19AsIrN4O11S2 as an isolated structure, computed with the ωB97M-V functional and the def2-TZVPD basis.

Geometry as ORCA input:
```
! wB97M-V def2-TZVPD RIJCOSX def2/J DEFGRID3
* xyz 0 2
Ir 0.16 0.78 0.36
O -2.95 3.64 0.10
As -2.43 2.55 1.37
O -2.91 3.19 2.79
O -0.72 2.35 1.39
C -3.33 0.87 1.09
C -4.04 0.40 2.18
C -4.62 -0.86 2.14
C -4.52 -1.65 1.00
C -3.83 -1.18 -0.11
C -3.23 0.07 -0.05
S -2.08 0.44 -1.34
O -2.74 0.32 -2.61
O -1.00 -0.58 -1.16
O -1.43 1.74 -1.06
H -2.99 4.52 0.49
H -4.11 1.03 3.06
H -5.13 -1.25 3.01
H -4.94 -2.65 0.98
H -3.73 -1.77 -1.01
O -1.49 -3.05 1.24
C -0.88 -2.04 1.38
O -1.05 -0.85 1.70
C 0.95 -2.27 1.06
O 1.33 -3.29 1.56
O 1.36 -1.31 0.40
N 1.48 1.08 -1.35
C 1.34 0.42 -2.31
N 1.31 -0.26 -3.41
C 0.36 0.04 -4.50
C -0.51 -1.18 -4.76
O 0.27 -2.36 -4.93
C 1.01 -2.65 -3.76
C 2.02 -1.55 -3.51
H 0.93 0.29 -5.39
H -0.27 0.88 -4.21
H -1.08 -1.03 -5.68
H -1.21 -1.31 -3.93
H 1.53 -3.59 -3.94
H 0.35 -2.74 -2.90
H 2.71 -1.49 -4.35
H 2.57 -1.73 -2.59
N -0.38 0.89 3.72
C 0.88 1.05 3.32
N 1.36 0.92 2.10
C 2.76 1.05 2.06
C 3.58 0.95 0.93
C 4.94 1.08 1.09
C 5.51 1.31 2.34
C 4.71 1.42 3.46
C 3.34 1.29 3.30
S 2.10 1.36 4.53
H -1.09 0.78 3.02
H -0.66 1.19 4.63
H 3.13 0.78 -0.03
H 5.58 1.01 0.22
H 6.59 1.40 2.44
H 5.13 1.61 4.44
*
```

E_HOMO (alpha / beta)	-0.290 / -0.286	Ha
orbital gap (alpha / beta)	4.63 / 4.67	eV



(4)
C20H19BCdF2IN3O3 as an isolated structure, computed with the ωB97M-V functional and the def2-TZVPD basis.

Geometry as ORCA input:
```
! wB97M-V def2-TZVPD RIJCOSX def2/J DEFGRID3
* xyz -2 1
Cd -0.62 -0.19 -0.53
O -0.40 -1.63 3.74
C -0.63 -1.07 2.65
O -0.66 -1.54 1.50
C -0.86 0.45 2.74
C -1.09 1.02 4.02
C -1.30 2.36 4.13
C -1.30 3.16 2.97
C -1.51 4.56 2.99
C -1.50 5.28 1.83
C -1.30 4.63 0.59
C -1.10 3.28 0.53
C -1.08 2.51 1.73
N -0.86 1.17 1.64
H -1.07 0.35 4.87
H -1.49 2.82 5.10
H -1.67 5.05 3.95
H -1.66 6.35 1.85
H -1.31 5.21 -0.32
H -0.94 2.75 -0.41
I -3.45 0.23 -0.60
C 2.36 0.92 -2.56
C 1.66 2.08 -1.82
C 2.52 2.44 -0.57
C 1.67 3.30 -2.76
O 0.37 1.78 -1.48
H 3.40 1.15 -2.82
H 1.81 0.69 -3.48
H 2.34 0.03 -1.93
H 3.59 2.41 -0.79
H 2.29 1.72 0.21
H 2.25 3.43 -0.20
H 2.68 3.54 -3.11
H 1.27 4.17 -2.23
H 1.02 3.09 -3.61
F -0.40 -1.90 -3.18
B 0.09 -1.72 -1.93
F 1.11 -2.62 -1.75
N 6.45 -1.38 -1.41
C 5.63 -1.12 -0.65
C 4.65 -0.79 0.33
C 5.01 -0.01 1.43
C 4.05 0.29 2.38
C 2.76 -0.18 2.18
N 2.41 -0.91 1.14
C 3.32 -1.22 0.24
H 6.03 0.36 1.52
H 4.30 0.90 3.24
H 1.97 0.04 2.90
H 3.00 -1.83 -0.60
*
```

E_HOMO	-0.063	Ha
orbital gap	6.22	eV



(5)
C20H19FN4OPd as an isolated structure, computed with the ωB97M-V functional and the def2-TZVPD basis.

Geometry as ORCA input:
```
! wB97M-V def2-TZVPD RIJCOSX def2/J DEFGRID3
* xyz -2 1
Pd 0.76 -0.02 -0.18
O 4.01 1.81 1.55
C 2.98 1.21 1.19
N 2.52 0.96 -0.01
C 3.16 1.36 -1.23
C 2.32 0.93 -2.43
C 2.74 1.19 -3.73
C 1.92 0.75 -4.76
C 0.74 0.07 -4.49
C 0.39 -0.16 -3.17
N 1.17 0.27 -2.17
C 2.04 0.65 2.26
C 2.34 0.79 3.61
C 1.47 0.27 4.55
C 0.31 -0.37 4.13
C 0.07 -0.48 2.77
N 0.91 0.03 1.87
H 4.16 0.92 -1.34
H 3.32 2.45 -1.28
H 3.68 1.70 -4.01
H 2.24 0.94 -5.78
H 0.09 -0.29 -5.28
H -0.49 -0.70 -2.85
H 3.26 1.30 3.86
H 1.68 0.37 5.61
H -0.40 -0.78 4.83
H -0.82 -0.96 2.36
C -2.43 -3.40 -0.37
C -2.91 -2.12 0.25
C -4.13 -2.06 0.88
C -4.60 -0.88 1.47
C -3.80 0.25 1.35
C -2.56 0.25 0.72
C -1.85 1.57 0.55
C -2.01 -0.98 0.17
N -0.83 -1.16 -0.39
H -3.17 -4.20 -0.25
H -1.48 -3.71 0.06
H -2.23 -3.27 -1.44
H -4.73 -2.96 0.93
H -5.57 -0.84 1.97
H -4.17 1.20 1.74
H -2.54 2.40 0.74
H -1.46 1.67 -0.47
H -0.98 1.70 1.20
F 4.90 2.32 -5.01
*
```

E_HOMO	-0.004	Ha
orbital gap	4.71	eV



(6)
C20H19FeN5O2S7 as an isolated structure, computed with the ωB97M-V functional and the def2-TZVPD basis.

Geometry as ORCA input:
```
! wB97M-V def2-TZVPD RIJCOSX def2/J DEFGRID3
* xyz -2 1
Fe -0.61 -0.40 0.26
C -1.89 2.35 3.39
C -1.03 1.46 2.54
N -1.28 1.23 1.30
N -2.30 2.00 0.73
C -2.09 2.15 -0.53
S -0.77 1.51 -1.44
S -3.25 3.29 -1.32
C -2.04 4.64 -1.47
C -1.61 5.20 -0.14
C -2.39 6.12 0.56
C -2.00 6.58 1.80
C -0.82 6.11 2.38
C -0.05 5.19 1.70
C -0.44 4.74 0.44
C 0.20 0.89 3.13
C 0.43 1.04 4.50
C 1.59 0.61 5.12
C 2.58 0.01 4.33
C 2.40 -0.14 2.98
C 1.21 0.29 2.32
O 1.13 0.15 1.04
H -2.73 2.72 2.81
H -2.25 1.77 4.24
H -1.32 3.20 3.78
H -1.18 4.23 -1.98
H -2.49 5.41 -2.10
H -3.32 6.46 0.13
H -2.62 7.29 2.34
H -0.52 6.46 3.36
H 0.86 4.80 2.14
H 0.15 3.99 -0.08
H -0.33 1.51 5.11
H 1.73 0.73 6.19
H 3.49 -0.35 4.79
H 3.14 -0.61 2.35
N 2.45 0.37 -1.82
N 1.49 -0.09 -2.76
C 0.65 -1.11 -2.46
N -0.44 -1.23 -3.26
S 0.94 -2.16 -1.19
H 1.91 0.76 -1.04
H 2.84 -0.48 -1.43
H 1.11 0.66 -3.32
H -0.83 -0.34 -3.56
H -1.16 -1.80 -2.81
O -5.90 -4.39 2.02
C -4.95 -3.70 1.69
S -4.87 -2.78 0.20
C -3.26 -2.12 0.42
C -2.61 -2.47 1.54
S -1.00 -1.96 1.98
S -3.48 -3.53 2.64
S -2.59 -1.06 -0.81
*
```

E_HOMO (alpha / beta)	-0.026 / -0.028	Ha
orbital gap (alpha / beta)	4.95 / 5.01	eV



(7)
C20H19IN4O5S5SbTa as an isolated structure, computed with the ωB97M-V functional and the def2-TZVPD basis.

Geometry as ORCA input:
```
! wB97M-V def2-TZVPD RIJCOSX def2/J DEFGRID3
* xyz 0 1
Ta 0.07 -0.26 -1.48
O 0.84 -1.27 2.47
C 1.11 -1.06 1.32
O 0.27 -0.47 0.46
C 2.43 -1.34 0.68
C 3.47 -1.91 1.37
C 4.68 -2.05 0.70
C 4.78 -1.60 -0.59
C 3.66 -1.04 -1.21
N 2.50 -0.93 -0.59
H 3.32 -2.22 2.40
H 5.53 -2.50 1.20
H 5.70 -1.69 -1.16
H 3.70 -0.68 -2.23
C -2.58 -0.31 5.39
C -2.44 0.11 3.95
C -2.04 1.40 3.63
C -1.87 1.79 2.31
C -2.10 0.86 1.31
C -2.52 -0.44 1.59
C -2.70 -0.79 2.92
S -1.91 1.35 -0.36
O -2.90 2.33 -0.63
O -1.96 0.06 -1.19
N -0.43 1.71 -0.86
C 0.60 2.46 -0.21
C 0.41 3.61 0.53
C 1.54 4.21 1.07
C 2.79 3.65 0.84
C 2.86 2.51 0.06
N 1.78 1.92 -0.45
H -2.47 0.54 6.06
H -1.82 -1.04 5.65
H -3.55 -0.76 5.58
H -1.85 2.12 4.42
H -1.57 2.80 2.08
H -2.68 -1.16 0.81
H -3.01 -1.79 3.16
H -0.57 4.05 0.65
H 1.45 5.12 1.66
H 3.69 4.10 1.23
H 3.82 2.04 -0.16
S 0.12 -2.81 -5.59
Sb 1.31 -2.31 -3.76
S -0.04 -2.60 -1.66
S 1.47 0.15 -3.31
S 3.27 -3.32 -3.42
N -2.68 -0.87 -5.32
C -2.35 -1.01 -4.04
O -1.34 -0.46 -3.58
C -3.28 -1.76 -3.11
I -4.70 -3.08 -3.97
H -1.94 -0.53 -5.92
H -3.40 -1.44 -5.72
H -3.84 -1.03 -2.53
H -2.66 -2.35 -2.44
*
```

E_HOMO	-0.289	Ha
orbital gap	6.75	eV



(8)
One molecule with the formula C20H19N3O2, computed with the ωB97M-V functional and the def2-TZVPD basis.

Geometry as ORCA input:
```
! wB97M-V def2-TZVPD RIJCOSX def2/J DEFGRID3
* xyz 0 1
O 0.65 1.23 2.74
C -0.26 0.64 2.20
C -0.50 -0.86 2.30
N -0.79 -1.40 0.99
C 0.08 -2.14 0.22
O -0.26 -2.59 -0.85
C 1.47 -2.34 0.79
C 2.49 -2.60 -0.32
C 2.51 -1.47 -1.36
C 2.42 -0.11 -0.76
C 3.27 0.48 0.13
N 2.83 1.74 0.45
C 1.67 1.98 -0.21
C 0.85 3.10 -0.21
C -0.28 3.07 -1.00
C -0.60 1.94 -1.76
C 0.21 0.82 -1.76
C 1.36 0.83 -0.98
C -1.93 -0.81 0.42
C -2.82 -1.50 -0.40
C -3.92 -0.84 -0.93
C -4.13 0.50 -0.65
C -3.25 1.19 0.16
C -2.15 0.54 0.69
N -1.21 1.24 1.46
H -1.39 -1.02 2.94
H 0.35 -1.35 2.78
H 1.79 -1.45 1.34
H 1.45 -3.19 1.48
H 2.25 -3.54 -0.82
H 3.48 -2.70 0.14
H 1.67 -1.61 -2.04
H 3.43 -1.56 -1.95
H 4.18 0.10 0.55
H 3.25 2.34 1.14
H 1.10 3.97 0.38
H -0.93 3.93 -1.04
H -1.50 1.94 -2.36
H -0.06 -0.05 -2.34
H -2.64 -2.54 -0.62
H -4.60 -1.38 -1.57
H -4.99 1.01 -1.07
H -3.40 2.24 0.36
H -1.15 2.25 1.33
*
```

SMILES	O=C1CN(C(=O)CCCc2c[nH]c3ccccc23)c2ccccc2N1
E_HOMO	-0.285	Ha
orbital gap	8.58	eV



(9)
One molecule with the formula C20H19N3O5, computed with the ωB97M-V functional and the def2-TZVPD basis.

Geometry as ORCA input:
```
! wB97M-V def2-TZVPD RIJCOSX def2/J DEFGRID3
* xyz 0 1
C 0.95 6.25 4.89
C 0.13 5.35 4.02
C -1.24 5.55 4.01
C -2.02 4.68 3.24
C -1.53 3.58 2.53
C -2.43 2.59 1.84
O -3.63 2.76 1.91
N -1.98 1.48 1.12
N -2.84 0.64 0.36
C -2.32 -0.58 -0.05
C -2.78 -1.90 0.33
C -1.87 -2.83 -0.10
O -1.94 -4.21 0.02
N -0.83 -2.12 -0.74
C 0.26 -2.72 -1.38
C 1.08 -3.66 -0.76
C 2.07 -4.34 -1.46
C 2.23 -4.07 -2.81
C 1.40 -3.16 -3.48
C 0.41 -2.49 -2.76
O 1.50 -2.90 -4.82
C 2.47 -3.67 -5.53
C 3.72 -4.02 -4.66
O 3.34 -4.67 -3.45
C -1.14 -0.77 -0.73
O -0.53 0.28 -1.34
C -0.14 3.40 2.59
C 0.69 4.25 3.35
H 0.71 6.12 5.97
H 0.74 7.28 4.57
H 2.04 6.08 4.76
H -1.63 6.40 4.58
H -3.08 4.86 3.21
H -1.00 1.20 1.27
H -3.82 0.70 0.68
H -3.71 -2.18 0.86
H -1.24 -4.61 -0.53
H 0.99 -3.79 0.31
H 2.73 -5.05 -0.96
H -0.23 -1.82 -3.33
H 2.80 -3.14 -6.44
H 2.00 -4.60 -5.87
H 4.40 -4.65 -5.26
H 4.24 -3.10 -4.44
H -1.07 1.05 -1.08
H 0.37 2.55 2.14
H 1.75 4.04 3.40
*
```

SMILES	Cc1ccc(C(=O)NNc2cc(O)n(-c3ccc4c(c3)OCCO4)c2O)cc1
E_HOMO	-0.260	Ha
orbital gap	7.66	eV



(10)
C20H19N3OPRhS as an isolated structure, computed with the ωB97M-V functional and the def2-TZVPD basis.

Geometry as ORCA input:
```
! wB97M-V def2-TZVPD RIJCOSX def2/J DEFGRID3
* xyz 2 1
Rh 0.69 0.95 -1.61
O -0.59 2.53 -2.62
C -0.87 2.24 -1.52
C -1.87 2.36 -0.45
C -2.97 3.19 -0.56
C -3.83 3.25 0.54
C -3.55 2.51 1.67
C -2.41 1.70 1.76
C -1.57 1.63 0.68
P 0.01 0.69 0.56
C -0.40 -0.87 -0.27
C -1.62 -1.08 -0.93
C -1.87 -2.29 -1.55
C -0.91 -3.29 -1.54
C 0.31 -3.09 -0.89
C 0.57 -1.89 -0.26
C 0.61 0.34 2.19
C 0.14 -0.76 2.90
C 0.58 -0.97 4.20
C 1.48 -0.09 4.78
C 1.95 1.01 4.07
C 1.52 1.23 2.77
H -3.15 3.77 -1.45
H -4.71 3.89 0.50
H -4.23 2.57 2.52
H -2.19 1.16 2.67
H -2.39 -0.31 -0.93
H -2.82 -2.46 -2.05
H -1.11 -4.24 -2.02
H 1.05 -3.88 -0.87
H 1.50 -1.74 0.27
H -0.56 -1.46 2.45
H 0.22 -1.82 4.76
H 1.82 -0.26 5.79
H 2.66 1.69 4.52
H 1.88 2.08 2.21
N 2.87 0.36 -1.91
N 3.07 -0.75 -2.74
C 2.11 -1.08 -3.61
N 2.39 -2.02 -4.50
S 0.59 -0.34 -3.60
H 3.30 1.18 -2.34
H 3.33 0.20 -1.02
H 4.01 -1.11 -2.83
H 3.30 -2.45 -4.58
H 1.69 -2.29 -5.18
*
```

E_HOMO (alpha / beta)	-0.537 / -0.534	Ha
orbital gap (alpha / beta)	6.84 / 6.78	eV



Number 1: electronic energy -1615.84304 Eh. Number 2: electronic energy -1586.86911 Eh. Number 3: electronic energy -4956.55979 Eh. Number 4: electronic energy -1853.77076 Eh. Number 5: electronic energy -1295.56267 Eh. Number 6: electronic energy -5248.94622 Eh. Number 7: electronic energy -3954.86416 Eh. Number 8: electronic energy -1088.35271 Eh. Number 9: electronic energy -1313.91515 Eh. Number 10: electronic energy -1862.57135 Eh.